No. 1
Density functional theory data (ωB97M-V/def2-TZVPD) for one molecule with the formula CH4Cl2NOP at a distorted geometry.

Element x y z (Å)
C -0.2741 -0.0195 0.1058
N 0.9000 0.7024 -0.3073
O -0.7206 0.9589 -3.0290
P 0.7465 1.6632 -1.6164
Cl -0.0873 3.2736 -0.7778
Cl 2.5430 2.1179 -2.2075
H -0.2555 -1.0452 -0.0150
H -0.4962 0.1619 1.1333
H -1.0519 0.3240 -0.4424
H 1.6707 0.0281 -0.4541

Atoms 1-6, force components in eV/Å:
C 0.5 0.9 1.8
N 2.6 -1.7 -0.3
O 4.4 1.9 3.9
P -5.9 -1.7 -3.8
Cl 0.1 0.4 -0.2
Cl 0.8 0.2 -0.2

SMILES   CNP(=O)(Cl)Cl
Spin multiplicity   1
Calculated total energy   -38970.7459 eV
Frontier orbital gap (spin up / spin down)   8.83 / 8.82 eV
Total charge   0
Highest occupied orbital energy (spin up / spin down)   -9.27 / -9.27 eV
ΔE to the lowest compared entry with this formula, charge and spin   435.4 kJ/mol

Atomic charges from the Löwdin analysis, expressed in e, are listed below:
1 C -0.16
2 N -0.33
3 O -0.56
4 P 0.06
5 Cl 0.33
6 Cl 0.38
7 H 0.07
8 H 0.08
9 H 0.02
10 H 0.10

=====

No. 2
Density functional theory data (ωB97M-V/def2-TZVPD) for C8H12N2O4S as an isolated structure at a distorted geometry.

Element x y z (Å)
C 1.8423 -1.9528 2.6624
C 1.6407 -0.9829 1.9567
C 0.3738 -1.1168 -0.6783
C -2.0639 -1.2285 -0.4825
C -0.9453 -1.0342 -1.5112
C 1.1117 1.4223 1.7163
C 2.8799 0.2524 0.2093
C 1.5896 0.1491 1.0042
N -3.7091 0.7346 -2.6166
N -2.1520 2.4962 -0.9413
O 1.1861 -1.9866 -0.7271
O -2.4000 -0.0249 0.0397
O -1.1021 0.3023 -1.9533
O 0.5456 0.0036 0.0044
S -2.2986 1.0593 -1.2525
H 1.9014 -2.7875 3.1473
H -2.8887 -1.6445 -0.9362
H -1.6713 -1.7923 0.2641
H -0.8844 -1.6652 -2.4194
H 0.9369 2.1108 0.9142
H 0.1213 1.1473 2.1725
H 1.7240 1.6834 2.5220
H 3.6764 0.6985 0.8267
H 2.7670 0.6627 -0.8075
H 3.3477 -0.8578 0.2135
H -4.2997 1.5420 -2.7435
H -1.2294 2.8094 -0.5839

Atoms 1-6, force components in eV/Å:
C -1.0 5.9 -3.8
C 0.5 -1.5 0.6
C 0.6 0.7 -1.5
C 0.7 -0.5 -2.0
C 1.4 0.2 0.5
C -2.0 -2.1 -0.6

Spin multiplicity   1
Calculated total energy   -30487.6205 eV
Frontier orbital gap   8.87 eV
Total charge   0
Highest occupied orbital energy   -8.38 eV
ΔE to the lowest compared entry with this formula, charge and spin   713.7 kJ/mol

Atomic charges from the Löwdin analysis, expressed in e, are listed below:
1 C 0.19
2 C -0.03
3 C -0.44
4 C -0.22
5 C -0.16
6 C 0.01
7 C -0.01
8 C -0.53
9 N -0.15
10 N -0.19
11 O 0.16
12 O -0.19
13 O -0.22
14 O 0.01
15 S 0.86
16 H -0.02
17 H 0.11
18 H 0.12
19 H 0.18
20 H 0.08
21 H 0.12
22 H 0.07
23 H 0.09
24 H 0.10
25 H 0.14
26 H -0.10
27 H 0.05

=====

Copy entry 2 word for word.
Density functional theory data (ωB97M-V/def2-TZVPD) for C8H12N2O4S as an isolated structure at a distorted geometry.

Element x y z (Å)
C 1.8423 -1.9528 2.6624
C 1.6407 -0.9829 1.9567
C 0.3738 -1.1168 -0.6783
C -2.0639 -1.2285 -0.4825
C -0.9453 -1.0342 -1.5112
C 1.1117 1.4223 1.7163
C 2.8799 0.2524 0.2093
C 1.5896 0.1491 1.0042
N -3.7091 0.7346 -2.6166
N -2.1520 2.4962 -0.9413
O 1.1861 -1.9866 -0.7271
O -2.4000 -0.0249 0.0397
O -1.1021 0.3023 -1.9533
O 0.5456 0.0036 0.0044
S -2.2986 1.0593 -1.2525
H 1.9014 -2.7875 3.1473
H -2.8887 -1.6445 -0.9362
H -1.6713 -1.7923 0.2641
H -0.8844 -1.6652 -2.4194
H 0.9369 2.1108 0.9142
H 0.1213 1.1473 2.1725
H 1.7240 1.6834 2.5220
H 3.6764 0.6985 0.8267
H 2.7670 0.6627 -0.8075
H 3.3477 -0.8578 0.2135
H -4.2997 1.5420 -2.7435
H -1.2294 2.8094 -0.5839

Atoms 1-6, force components in eV/Å:
C -1.0 5.9 -3.8
C 0.5 -1.5 0.6
C 0.6 0.7 -1.5
C 0.7 -0.5 -2.0
C 1.4 0.2 0.5
C -2.0 -2.1 -0.6

Spin multiplicity   1
Calculated total energy   -30487.6205 eV
Frontier orbital gap   8.87 eV
Total charge   0
Highest occupied orbital energy   -8.38 eV
ΔE to the lowest compared entry with this formula, charge and spin   713.7 kJ/mol

Atomic charges from the Löwdin analysis, expressed in e, are listed below:
1 C 0.19
2 C -0.03
3 C -0.44
4 C -0.22
5 C -0.16
6 C 0.01
7 C -0.01
8 C -0.53
9 N -0.15
10 N -0.19
11 O 0.16
12 O -0.19
13 O -0.22
14 O 0.01
15 S 0.86
16 H -0.02
17 H 0.11
18 H 0.12
19 H 0.18
20 H 0.08
21 H 0.12
22 H 0.07
23 H 0.09
24 H 0.10
25 H 0.14
26 H -0.10
27 H 0.05

=====

Question: Which formula does entry 2 have?
Answer: C8H12N2O4S

=====

Please write out number 1 again, unchanged.
Density functional theory data (ωB97M-V/def2-TZVPD) for one molecule with the formula CH4Cl2NOP at a distorted geometry.

Element x y z (Å)
C -0.2741 -0.0195 0.1058
N 0.9000 0.7024 -0.3073
O -0.7206 0.9589 -3.0290
P 0.7465 1.6632 -1.6164
Cl -0.0873 3.2736 -0.7778
Cl 2.5430 2.1179 -2.2075
H -0.2555 -1.0452 -0.0150
H -0.4962 0.1619 1.1333
H -1.0519 0.3240 -0.4424
H 1.6707 0.0281 -0.4541

Atoms 1-6, force components in eV/Å:
C 0.5 0.9 1.8
N 2.6 -1.7 -0.3
O 4.4 1.9 3.9
P -5.9 -1.7 -3.8
Cl 0.1 0.4 -0.2
Cl 0.8 0.2 -0.2

SMILES   CNP(=O)(Cl)Cl
Spin multiplicity   1
Calculated total energy   -38970.7459 eV
Frontier orbital gap (spin up / spin down)   8.83 / 8.82 eV
Total charge   0
Highest occupied orbital energy (spin up / spin down)   -9.27 / -9.27 eV
ΔE to the lowest compared entry with this formula, charge and spin   435.4 kJ/mol

Atomic charges from the Löwdin analysis, expressed in e, are listed below:
1 C -0.16
2 N -0.33
3 O -0.56
4 P 0.06
5 Cl 0.33
6 Cl 0.38
7 H 0.07
8 H 0.08
9 H 0.02
10 H 0.10